[1]
One molecule with the formula CH4O2S at a distorted geometry, computed with ωB97M-V/def2-TZVPD.

The calculation puts the HOMO energy at -11.12 eV. For the gap between HOMO and LUMO, the calculation gives 11.64 eV. For the energy above the lowest of the compared OMol25 structures with the same formula, charge and spin, the calculation gives 1.731 eV. As for the structure (SMILES): C[SH](=O)=O. The molar mass is 80.108 g/mol. The LUMO energy is 0.5 eV.

```
8
Properties=species:S:1:pos:R:3:mulliken_charge:R:1
C -0.26619 0.04576 0.39053 -0.66
S 1.48233 -0.15663 -0.10092 0.84
O 1.99552 1.11378 -0.61316 -0.57
O 2.32343 -0.90850 0.81292 -0.56
H -0.58913 1.11917 0.75783 0.29
H -0.61105 -0.19862 -0.63451 0.24
H -0.60365 -0.72041 1.15112 0.30
H 1.44955 -0.86785 -1.24706 0.12
```



[2]
One molecule with the formula C2H3ClFNO at a distorted geometry, computed with ωB97M-V/def2-TZVPD.

The calculation puts the HOMO energy at -10.36 eV. For the gap between HOMO and LUMO, the calculation gives 11.01 eV. For the energy above the lowest of the compared OMol25 structures with the same formula, charge and spin, the calculation gives 2.439 eV. As for the structure (SMILES): O/N=C/[C@H](F)Cl. The molar mass is 111.503 g/mol. The LUMO energy is 0.6 eV.

```
9
Properties=species:S:1:pos:R:3:mulliken_charge:R:1
O -2.25097 -0.37481 -0.36069 -0.35
N -1.12516 -0.20426 0.42983 -0.35
C -0.05188 -0.01964 -0.33183 -0.13
C 1.20080 0.24655 0.37226 0.28
F 1.56767 1.42915 -0.21759 -0.23
Cl 2.49451 -0.83936 -0.15246 -0.17
H -2.90271 -0.69630 0.23021 0.36
H -0.08529 0.21211 -1.43162 0.32
H 1.15302 0.24657 1.46190 0.27
```



[3]
An isolated ion of composition C4H6NO3 and charge -1 at a distorted geometry, computed with ωB97M-V/def2-TZVPD.

As for the net charge: -1. The calculation puts the HOMO energy at -4.70 eV. For the gap between HOMO and LUMO, the calculation gives 8.26 eV. For the energy above the lowest of the compared OMol25 structures with the same formula, charge and spin, the calculation gives 4.790 eV. The molar mass is 116.096 g/mol. The LUMO energy is 3.6 eV.

```
14
Properties=species:S:1:pos:R:3:mulliken_charge:R:1
C 1.18609 0.80757 -0.63355 0.26
N 0.94636 -0.49856 -0.13577 -0.33
C 0.41453 0.95180 0.82613 -0.96
C -0.33303 -1.03690 -0.65371 -0.19
C -1.43616 -1.24527 0.42652 0.40
O -2.18181 -0.25468 0.56474 -0.67
O -1.57426 -2.40476 0.86339 -0.74
O 2.26930 1.47997 -0.54835 -0.73
H 0.69253 1.13201 -1.57442 0.35
H 1.23469 1.49556 1.28131 0.40
H -0.34234 1.69839 0.57071 0.28
H -0.00576 0.28878 1.58581 0.41
H -0.79194 -0.42824 -1.43510 0.23
H -0.07821 -1.98567 -1.13772 0.30
```



[4]
C34H45AsInP2S as an isolated structure, computed with ωB97M-V/def2-TZVPD.

As for the net charge: +1. The calculation puts the HOMO energy (alpha / beta) at -10.03 / -9.84 eV. For the gap between HOMO and LUMO (alpha / beta), the calculation gives 6.66 / 4.90 eV. For the energy above the lowest of the compared OMol25 structures with the same formula, charge and spin, the calculation gives 0.000 eV. The molar mass is 737.489 g/mol. The LUMO energy (alpha / beta) is -3.4 / -4.9 eV.

```
84
Properties=species:S:1:pos:R:3:mulliken_charge:R:1
In 1.32988 -0.83328 -0.03247 0.35
C 0.90057 -3.27950 -2.07351 0.85
C -0.03055 -3.44654 -0.94987 -0.20
C -1.14228 -2.70455 -1.22088 0.81
C -0.93814 -2.06186 -2.52298 1.20
C 0.32178 -2.41391 -3.01307 0.00
C 0.88927 -2.02087 -4.34358 -1.58
C -1.97554 -1.26317 -3.22868 -1.16
C -2.40509 -2.60544 -0.42976 -1.18
C 0.22212 -4.35343 0.21193 -1.23
C 2.20628 -3.97983 -2.17204 -1.49
H 0.49247 -2.64326 -5.14914 0.35
H 1.97448 -2.11509 -4.36314 0.42
H 0.64705 -0.98640 -4.59413 0.22
H -2.63376 -1.92440 -3.80306 0.47
H -1.53849 -0.55515 -3.93299 0.26
H -2.61177 -0.71614 -2.53052 0.15
H -3.20529 -3.18915 -0.89361 0.34
H -2.76263 -1.57599 -0.36573 0.01
H -2.27474 -2.98253 0.58485 0.33
H -0.50163 -4.18951 1.01037 0.35
H 1.22365 -4.20623 0.62817 0.07
H 0.15274 -5.40550 -0.07604 0.36
H 2.05545 -5.04745 -2.36223 0.33
H 2.76741 -3.90870 -1.23598 0.20
H 2.82484 -3.58429 -2.97508 0.37
C 5.32989 0.11170 2.77764 -1.28
P 3.76097 -0.67781 2.26575 0.65
C 4.33013 -2.39578 1.94930 -1.18
C 2.95166 -0.90103 3.90813 -1.14
C 1.56821 -1.54275 3.81239 -0.93
P 0.37034 -0.59954 2.77544 1.10
C 0.12560 0.91053 3.77519 -1.49
C -1.16426 -1.53034 3.12266 -1.06
H 5.82419 -0.45885 3.56603 0.38
H 5.13152 1.12225 3.13518 0.36
H 5.99848 0.18628 1.92025 0.39
H 4.92636 -2.78422 2.77761 0.37
H 4.92989 -2.41404 1.03844 0.39
H 3.47511 -3.05672 1.79146 0.18
H 2.87721 0.08712 4.37057 0.42
H 3.60254 -1.50186 4.54990 0.61
H 1.13177 -1.65565 4.80916 0.48
H 1.64150 -2.54791 3.38530 0.30
H -0.10977 0.65119 4.80958 0.51
H -0.69131 1.50068 3.35742 0.32
H 1.02422 1.52633 3.75172 0.32
H -1.35466 -1.59494 4.19531 0.53
H -1.08069 -2.53913 2.71619 0.24
H -2.01184 -1.04351 2.63893 0.12
S 2.02771 2.20796 0.64032 -0.04
C 0.68456 3.11594 1.18811 0.39
C 0.90553 4.19690 2.06620 -0.50
C -0.15497 4.92371 2.56740 -0.69
C -1.45132 4.60127 2.18151 -0.66
C -1.68873 3.55484 1.29039 -0.27
C -0.64042 2.80453 0.79013 -0.43
As -0.88086 1.33913 -0.48011 1.06
C -0.21671 2.24031 -2.06669 0.37
C 0.54453 1.51205 -2.97346 -0.27
C 1.06280 2.12771 -4.10534 -0.72
C 0.82168 3.47412 -4.33227 -0.58
C 0.06481 4.20721 -3.42670 -0.77
C -0.45049 3.59406 -2.29498 -0.04
C -2.80757 1.40835 -0.71892 0.32
C -3.41052 1.88479 -1.87729 -0.61
C -4.79445 1.85741 -2.00206 -0.62
C -5.58010 1.36062 -0.97310 -0.66
C -4.98303 0.88196 0.18617 -0.71
C -3.60230 0.89913 0.30722 -0.50
H 1.92380 4.43755 2.34232 0.50
H 0.02312 5.74510 3.24805 0.42
H -2.28633 5.17481 2.56254 0.44
H -2.70480 3.33880 0.98596 0.41
H 0.74039 0.45919 -2.79610 0.13
H 1.65933 1.55711 -4.80577 0.47
H 1.22693 3.95579 -5.21227 0.40
H -0.12048 5.25894 -3.60139 0.42
H -1.03396 4.17392 -1.58895 0.49
H -2.80724 2.27440 -2.68754 0.41
H -5.25771 2.22752 -2.90730 0.42
H -6.65712 1.34254 -1.07380 0.38
H -5.59128 0.48996 0.99083 0.45
H -3.13989 0.51251 1.21059 0.35
```



[5]
C12H24AgAs2F12O9 as an isolated structure at a distorted geometry, computed with ωB97M-V/def2-TZVPD.

As for the net charge: -1. The calculation puts the HOMO energy at -7.72 eV. For the gap between HOMO and LUMO, the calculation gives 9.79 eV. For the energy above the lowest of the compared OMol25 structures with the same formula, charge and spin, the calculation gives 0.506 eV. The molar mass is 798.003 g/mol. The LUMO energy is 2.1 eV.

```
60
Properties=species:S:1:pos:R:3:mulliken_charge:R:1
Ag 17.71186 -3.18126 1.23023 1.84
As 17.94496 -3.85918 -2.81962 2.05
F 16.41479 -4.09428 -3.63825 -0.52
F 18.16530 -5.57967 -2.69832 -0.51
F 19.39044 -3.66137 -1.81903 -0.49
F 17.68589 -2.14603 -2.99043 -0.49
F 17.06239 -3.86626 -1.26139 -0.62
F 18.83673 -3.82684 -4.32708 -0.51
As 17.90985 -0.08775 0.36739 1.95
F 16.76415 -1.38211 0.05370 -0.54
F 19.13880 -1.34607 0.41302 -0.60
F 19.19561 1.04583 0.74067 -0.52
F 16.71534 1.16297 0.25736 -0.49
F 17.53904 -0.31729 2.08073 -0.50
F 18.18880 0.19211 -1.32011 -0.48
C 15.61316 -6.78385 5.20894 -1.28
C 16.07804 -5.51263 4.53633 0.11
O 14.95823 -4.63983 4.33418 -0.37
C 14.86956 -4.00867 3.15474 0.81
O 15.61062 -4.21282 2.22348 -0.76
O 13.93829 -3.09227 3.12976 -0.30
C 13.11254 -2.79115 4.24561 -0.68
H 14.86280 -7.27261 4.58112 0.33
H 15.08142 -6.65195 6.15218 0.32
H 16.43628 -7.48537 5.33428 0.37
H 16.59467 -5.70475 3.59494 0.21
H 16.83690 -4.93206 5.06903 0.15
H 13.70283 -2.54310 5.12976 0.29
H 12.39271 -3.56730 4.48295 0.27
H 12.64853 -1.83958 3.99634 0.29
C 20.02508 0.85235 4.70506 -1.42
C 19.66506 -0.45069 3.98577 0.26
O 20.35381 -1.49998 4.67062 -0.35
C 20.00576 -2.76312 4.38359 0.69
O 19.01099 -3.04771 3.78650 -0.45
O 20.93116 -3.53657 4.88630 -0.36
C 20.64707 -4.94142 4.84140 -0.48
H 19.99233 0.77425 5.79685 0.35
H 19.28727 1.63142 4.52129 0.38
H 21.05978 1.06397 4.44006 0.33
H 20.00348 -0.35239 2.95479 0.18
H 18.60659 -0.69494 4.06259 0.14
H 20.57195 -5.44106 3.87919 0.06
H 19.69654 -5.08318 5.36063 0.30
H 21.41574 -5.39665 5.45942 0.26
C 20.52652 -8.34316 -1.52527 -1.28
C 19.75484 -7.43715 -0.58998 -0.06
O 20.61651 -6.51044 0.03188 -0.35
C 20.19797 -5.54036 0.83118 0.68
O 19.10565 -5.38746 1.27088 -0.63
O 21.21207 -4.70926 1.06896 -0.16
C 22.54692 -4.91285 0.61178 -0.77
H 20.99885 -9.14453 -0.94815 0.34
H 21.38346 -7.77717 -1.89876 0.30
H 19.92613 -8.77630 -2.31638 0.35
H 19.27162 -8.01412 0.20978 0.29
H 18.89711 -7.01392 -1.12022 0.21
H 22.84453 -5.89207 0.99175 0.33
H 23.13287 -4.08908 1.00721 0.19
H 22.57304 -4.86533 -0.47806 0.29
```



[6]
A 8-piece molecular cluster, C33H75Br6NO13 overall at a distorted geometry, computed with ωB97M-V/def2-TZVPD.

The calculation puts the HOMO energy at -9.01 eV. For the gap between HOMO and LUMO, the calculation gives 9.28 eV. As for the structure (SMILES): COCCOCCOC.COCCOCCOC.COCCOCCOC.COCCOCCOC.CNC(C)=O.BrCCBr.BrCCBr.BrCCBr. The molar mass is 1173.381 g/mol. The LUMO energy is 0.3 eV.

```
128
Properties=species:S:1:pos:R:3:mulliken_charge:R:1
C -3.04525 1.65572 1.97049 -0.81
O -4.01063 0.85726 1.49332 -0.39
C -4.20202 -0.51521 1.94255 0.06
C -5.51940 -0.98075 1.41186 -0.58
O -6.61548 -0.69266 2.24958 -0.31
C -7.68055 -1.65468 2.19953 -0.68
C -9.02830 -1.07097 2.58289 -0.62
O -9.04356 -0.74313 3.92988 -0.31
C -10.35191 -0.24640 4.19956 -0.78
H -3.38916 2.71113 1.84040 0.24
H -2.10028 1.65007 1.41833 0.29
H -2.71079 1.59179 2.96618 0.40
H -4.11934 -0.62279 3.00011 0.38
H -3.43643 -1.11039 1.45019 -0.03
H -5.50048 -2.09200 1.26861 0.37
H -5.65298 -0.49717 0.40464 0.21
H -7.42978 -2.51691 2.79844 0.37
H -7.84551 -2.06678 1.22561 0.46
H -9.77007 -1.80569 2.31835 0.43
H -9.21980 -0.19812 2.00630 0.38
H -11.18217 -0.86132 3.90756 0.31
H -10.43277 0.62861 3.52755 0.32
H -10.48047 0.09000 5.20100 0.29
C -4.60201 0.11233 -6.53722 -0.79
O -3.14692 0.01204 -6.67895 -0.29
C -2.65859 -1.30065 -6.45893 -0.72
C -1.17952 -1.22252 -6.58124 -0.60
O -0.53751 -0.85310 -5.39472 -0.22
C -0.80529 0.51133 -5.10660 -0.57
C 0.25525 1.04755 -4.16468 -0.34
O 1.52354 1.21233 -4.90786 -0.22
C 2.57439 1.73358 -4.18623 -0.33
H -4.85088 1.09136 -6.95802 0.24
H -4.85460 0.13303 -5.47097 0.31
H -5.11050 -0.66814 -7.10258 0.31
H -2.93355 -2.03597 -7.26505 0.43
H -3.09296 -1.71253 -5.48292 0.31
H -0.85628 -0.58503 -7.39611 0.35
H -0.86153 -2.20845 -6.79267 0.51
H -1.72477 0.62325 -4.61222 0.43
H -0.87197 1.16338 -6.04394 0.30
H 0.39702 0.41293 -3.22893 0.13
H -0.00305 2.11251 -3.88275 0.33
H 2.30645 2.70840 -3.77868 0.39
H 3.46008 1.87604 -4.79772 0.28
H 2.82482 1.16182 -3.27987 -0.19
C 2.46417 -5.25259 1.90133 -0.97
O 2.19581 -4.06816 2.66376 -0.10
C 2.97179 -3.81607 3.80849 -0.94
C 2.75818 -2.31709 4.15026 0.03
O 1.41864 -2.18512 4.65242 -0.43
C 0.82587 -0.89295 4.59025 -0.07
C 1.54398 0.11152 5.46955 -1.13
O 2.58765 0.90487 4.81455 -0.02
C 3.64828 1.39581 5.64456 -0.97
H 1.65616 -5.41186 1.13249 0.24
H 2.67549 -6.08456 2.57198 0.35
H 3.36362 -5.18387 1.30321 0.34
H 4.00852 -4.06113 3.52962 0.43
H 2.64312 -4.49722 4.59647 0.36
H 2.88250 -1.70137 3.26090 -0.02
H 3.55852 -2.07385 4.83410 0.35
H -0.25765 -1.10259 4.78200 0.39
H 0.93471 -0.50622 3.57713 0.03
H 1.96390 -0.43504 6.30219 0.61
H 0.80001 0.77427 5.93723 0.51
H 4.21716 2.08140 5.05106 0.25
H 4.43757 0.63471 6.07119 0.25
H 3.18609 1.85534 6.51743 0.38
C 2.38657 -0.76515 -8.24228 -0.49
O 2.64825 -2.01042 -7.64631 -0.46
C 2.66039 -1.82920 -6.24322 0.23
C 3.89851 -1.26182 -5.57753 -0.70
O 3.78229 -1.37248 -4.15379 -0.15
C 4.88961 -0.90753 -3.48489 -0.85
C 4.57606 -0.73967 -2.03049 0.40
O 4.46444 -1.95614 -1.42332 -0.47
C 3.61975 -1.88342 -0.28099 0.14
H 3.16224 -0.04332 -8.08139 0.29
H 1.44585 -0.36023 -7.84594 0.07
H 2.28643 -0.90716 -9.29116 0.30
H 2.60202 -2.80071 -5.79104 0.37
H 1.83380 -1.25543 -5.84939 -0.13
H 4.18227 -0.19134 -5.69657 0.24
H 4.73738 -1.83877 -5.91667 0.35
H 5.30123 0.07711 -3.86679 0.41
H 5.79143 -1.50604 -3.63950 0.44
H 3.62093 -0.14136 -1.91375 -0.45
H 5.39622 -0.11440 -1.49012 0.24
H 4.13821 -1.31415 0.49388 0.30
H 3.50671 -2.89839 0.11870 0.03
H 2.57891 -1.49469 -0.56688 -0.19
C -1.47871 -3.51315 3.26577 -1.09
N -0.65103 -3.20284 2.08221 0.37
C -1.27849 -3.15337 0.89461 0.93
C -0.42783 -3.24986 -0.32838 -1.10
O -2.48869 -3.23700 0.82067 -0.68
H -2.21243 -4.25632 3.02431 0.43
H -2.04262 -2.66976 3.58346 0.20
H -0.85003 -3.77726 4.13469 0.31
H 0.35758 -3.47279 2.08386 0.02
H -0.48311 -4.28219 -0.63072 0.28
H 0.64984 -2.96370 -0.19228 -0.03
H -0.81489 -2.68929 -1.11415 0.45
Br 2.58983 5.78841 1.05926 -0.06
C 3.10310 7.62132 1.58888 -0.47
C 2.28862 8.62909 0.82730 -0.56
Br 2.46661 10.30198 1.82602 -0.18
H 4.18994 7.64085 1.49953 0.37
H 2.81344 7.74779 2.63546 0.21
H 1.25139 8.40432 0.92675 0.35
H 2.58275 8.81971 -0.17861 0.39
Br 4.64213 2.09472 0.96193 -0.14
C 2.85134 1.84982 1.77355 1.32
C 1.82667 1.39942 0.73942 0.07
Br 1.18997 3.00897 -0.38158 -0.18
H 2.64742 2.88294 2.16156 -0.77
H 2.83707 1.16052 2.62027 -0.42
H 0.93396 1.16093 1.30855 0.19
H 2.11506 0.66275 0.04576 0.00
Br -0.91787 4.18190 3.39588 -0.16
C 0.61646 3.65582 4.57402 0.16
C 1.81031 4.51723 4.25590 0.17
Br 1.60752 6.34421 4.92176 -0.15
H 0.84047 2.66239 4.28842 -0.58
H 0.27695 3.74827 5.58021 0.62
H 2.01273 4.49730 3.19090 -0.40
H 2.66649 4.19821 4.80795 0.26
```



[7]
One molecule with the formula C5H8N2, computed with ωB97M-V/def2-TZVPD.

The calculation puts the HOMO energy at -8.37 eV. For the gap between HOMO and LUMO, the calculation gives 9.33 eV. For the energy above the lowest of the compared OMol25 structures with the same formula, charge and spin, the calculation gives 2.174 eV. As for the structure (SMILES): [H]/N=C/C(N)=C=CC. The molar mass is 96.133 g/mol. The LUMO energy is 1.0 eV.

```
15
Properties=species:S:1:pos:R:3:mulliken_charge:R:1
H 3.13654 0.08308 -1.22815 0.24
N 2.21291 -0.07270 -0.82380 -0.57
C 1.63650 1.04032 -0.61187 -0.25
C 0.26541 1.12248 -0.04948 0.27
N -0.10716 2.40701 0.41970 -0.60
C -0.52342 0.06892 -0.10244 0.00
C -1.26198 -0.98996 -0.29837 -0.19
C -1.25577 -2.23120 0.55481 -0.99
H 2.09658 2.01913 -0.81112 0.40
H 0.54057 2.78036 1.10527 0.22
H -1.04411 2.41655 0.80289 0.26
H -1.90542 -1.01199 -1.18066 0.29
H -0.52427 -2.15445 1.36284 0.32
H -2.24337 -2.43589 0.98381 0.30
H -0.98602 -3.09212 -0.06842 0.28
```



[8]
An isolated ion of composition C4H8N2 and charge +2 at a distorted geometry, computed with ωB97M-V/def2-TZVPD.

As for the net charge: +2. The calculation puts the HOMO energy at -21.51 eV. For the gap between HOMO and LUMO, the calculation gives 9.35 eV. For the energy above the lowest of the compared OMol25 structures with the same formula, charge and spin, the calculation gives 2.813 eV. As for the structure (SMILES): CC(=[NH2+])[N+]1=CC1. The molar mass is 84.122 g/mol. The LUMO energy is -12.2 eV.

```
14
Properties=species:S:1:pos:R:3:mulliken_charge:R:1
C -1.43844 -0.98683 0.01532 -1.20
C -0.69916 0.22071 0.12515 0.87
N -1.29028 1.39919 0.06180 -0.31
N 0.64845 0.12999 0.01705 0.08
C 1.85663 0.78404 -0.01634 0.15
C 1.88854 -0.64074 -0.11530 -0.39
H -1.07790 -1.69517 0.76490 0.39
H -2.61914 -0.85653 0.01094 0.37
H -1.17210 -1.65859 -0.96041 0.38
H -2.24162 1.43000 -0.18282 0.26
H -0.99674 2.42940 0.30970 0.32
H 2.49533 1.57509 0.29561 0.39
H 2.14307 -1.03161 -1.12337 0.34
H 2.50336 -1.09895 0.79777 0.34
```



Question: Number 1 is which compound?
Answer: CH4O2S